Entry 1:
The following is a quantum chemistry calculation of an isolated molecule of CH3Br2P at a distorted geometry, from OMol25.

CARTESIAN COORDINATES (ANGSTROEM)
1 C 0.57 0.30 -0.48
2 P -0.52 0.47 1.04
3 Br -2.31 0.07 -0.08
4 Br -0.09 -1.61 1.94
5 H 1.46 -0.30 -0.43
6 H 0.83 1.32 -0.79
7 H 0.06 -0.25 -1.20

Values from the calculation:
- HOMO level: -9.66 eV
- DFT total energy: -150460.2852 eV
- Relative energy (zero: lowest compared OMol25 entry of this formula, charge and spin): 0.438 eV
- SMILES: CP(Br)Br
- Net charge: 0

Entry 2:
The following is a quantum chemistry calculation of an isolated molecule of Br3H3Si3 at a distorted geometry, from OMol25.

CARTESIAN COORDINATES (ANGSTROEM)
1 Br 1.63 -1.09 -2.35
2 Si -0.20 -0.52 -1.23
3 Si -0.33 1.45 0.08
4 Br 1.44 3.00 0.19
5 Si -0.28 -0.79 1.10
6 Br 1.55 -1.44 2.10
7 H -1.06 -1.38 -1.95
8 H -1.34 2.44 0.57
9 H -1.41 -1.67 1.50

Values from the calculation:
- HOMO level: -8.75 eV
- DFT total energy: -233810.0633 eV
- Relative energy (zero: lowest compared OMol25 entry of this formula, charge and spin): 0.000 eV
- SMILES: Br[Si@H]1[Si@@H](Br)[Si@H]1Br
- Net charge: 0

Entry 3:
The following is a quantum chemistry calculation of C32H90F4N10O17PbS4 as an isolated structure at a distorted geometry, from OMol25.

CARTESIAN COORDINATES (ANGSTROEM)
1 Pb 12.64 9.36 -13.19
2 N 16.77 8.11 -16.05
3 S 17.46 6.83 -16.53
4 O 18.65 6.57 -15.70
5 O 17.26 6.19 -17.86
6 F 16.48 5.85 -15.67
7 S 17.54 8.99 -17.34
8 O 16.91 9.13 -18.61
9 O 19.01 9.13 -17.23
10 F 17.05 10.41 -16.75
11 N 11.56 6.30 -9.18
12 S 11.45 4.61 -9.02
13 O 10.19 4.04 -8.69
14 O 12.67 3.93 -8.65
15 F 11.50 4.26 -10.58
16 S 11.45 6.51 -7.68
17 O 12.49 5.99 -6.80
18 O 10.14 6.68 -7.09
19 F 12.07 8.05 -7.67
20 O 14.02 13.47 -11.25
21 H 14.91 13.39 -10.92
22 H 13.53 13.88 -10.54
23 C 16.00 -6.08 -8.83
24 C 16.30 -6.37 -10.32
25 C 16.55 -5.13 -11.23
26 O 15.46 -4.29 -11.42
27 C 15.76 -3.07 -12.22
28 N 17.49 -7.24 -10.30
29 H 15.15 -5.40 -8.76
30 H 16.85 -5.69 -8.27
31 H 15.79 -7.07 -8.44
32 H 15.40 -6.86 -10.69
33 H 16.81 -5.57 -12.19
34 H 17.47 -4.59 -11.00
35 H 16.57 -3.17 -12.94
36 H 16.35 -2.43 -11.56
37 H 14.84 -2.65 -12.62
38 H 17.59 -7.74 -11.18
39 H 17.35 -7.99 -9.64
40 C 2.32 11.01 -5.17
41 C 2.21 10.88 -6.67
42 C 1.24 11.83 -7.35
43 O 1.04 11.41 -8.69
44 C 0.22 12.29 -9.47
45 N 3.58 10.82 -7.24
46 H 2.72 10.13 -4.67
47 H 1.32 11.12 -4.75
48 H 2.84 11.89 -4.80
49 H 1.83 9.93 -7.05
50 H 1.70 12.81 -7.41
51 H 0.33 11.85 -6.74
52 H -0.15 11.70 -10.30
53 H 0.66 13.21 -9.84
54 H -0.60 12.58 -8.80
55 H 4.02 11.71 -7.07
56 H 4.10 10.14 -6.69
57 C 9.86 -7.73 -4.74
58 C 8.89 -6.55 -4.60
59 C 9.20 -5.24 -5.50
60 O 9.24 -5.57 -6.86
61 C 9.77 -4.54 -7.63
62 N 7.53 -7.03 -4.95
63 H 10.89 -7.40 -4.89
64 H 9.64 -8.50 -5.48
65 H 9.86 -8.24 -3.78
66 H 8.93 -6.21 -3.56
67 H 10.16 -4.93 -5.08
68 H 8.43 -4.49 -5.35
69 H 10.44 -3.78 -7.21
70 H 8.96 -3.86 -7.90
71 H 10.08 -4.93 -8.60
72 H 7.64 -7.05 -5.95
73 H 7.46 -8.02 -4.72
74 C 4.82 3.28 -5.40
75 C 4.81 1.79 -5.21
76 C 4.63 1.29 -3.78
77 O 5.61 1.90 -2.91
78 C 6.93 1.45 -2.79
79 N 3.78 1.24 -6.05
80 H 3.91 3.79 -5.10
81 H 5.03 3.47 -6.45
82 H 5.59 3.72 -4.76
83 H 5.79 1.48 -5.58
84 H 4.82 0.22 -3.75
85 H 3.66 1.59 -3.38
86 H 7.04 0.51 -2.24
87 H 7.47 2.19 -2.20
88 H 7.47 1.43 -3.74
89 H 2.79 1.28 -5.86
90 H 3.92 0.25 -6.16
91 C 11.16 13.70 -1.38
92 C 9.80 13.50 -0.53
93 C 9.88 13.12 1.03
94 O 8.53 13.03 1.47
95 C 8.10 11.74 1.76
96 N 9.05 14.75 -0.50
97 H 11.54 12.73 -1.69
98 H 11.85 14.25 -0.74
99 H 11.11 14.34 -2.26
100 H 9.29 12.64 -0.97
101 H 10.34 13.92 1.62
102 H 10.46 12.20 1.09
103 H 8.21 10.96 1.01
104 H 7.02 11.77 1.85
105 H 8.57 11.33 2.66
106 H 8.13 14.63 -0.11
107 H 9.46 15.09 0.36
108 C 9.84 5.58 -18.94
109 C 8.52 6.24 -18.28
110 C 7.24 5.63 -18.85
111 O 7.35 4.19 -19.04
112 C 6.26 3.59 -19.70
113 N 8.67 6.22 -16.87
114 H 9.81 5.50 -20.02
115 H 9.94 4.55 -18.61
116 H 10.75 6.13 -18.72
117 H 8.36 7.28 -18.55
118 H 6.99 6.00 -19.85
119 H 6.43 5.77 -18.14
120 H 6.28 3.67 -20.78
121 H 5.29 3.83 -19.26
122 H 6.50 2.53 -19.57
123 H 8.49 5.28 -16.53
124 H 7.78 6.61 -16.62
125 C 19.73 8.76 -9.59
126 C 18.88 10.04 -9.70
127 C 19.61 11.26 -10.37
128 O 18.77 12.44 -10.12
129 C 19.35 13.67 -10.56
130 N 17.70 9.65 -10.38
131 H 20.17 8.60 -10.58
132 H 19.28 7.87 -9.17
133 H 20.58 9.08 -8.98
134 H 18.66 10.35 -8.68
135 H 19.88 11.18 -11.42
136 H 20.58 11.41 -9.89
137 H 18.60 14.46 -10.43
138 H 19.44 13.62 -11.64
139 H 20.28 13.99 -10.09
140 H 17.22 8.80 -10.15
141 H 17.90 9.51 -11.36
142 C 7.06 14.07 -13.12
143 C 8.11 13.16 -13.74
144 C 9.10 13.93 -14.57
145 O 10.05 13.08 -15.19
146 C 10.02 13.17 -16.59
147 N 8.81 12.31 -12.66
148 H 7.55 14.84 -12.52
149 H 6.38 13.57 -12.43
150 H 6.52 14.56 -13.93
151 H 7.66 12.37 -14.34
152 H 9.63 14.60 -13.90
153 H 8.66 14.70 -15.19
154 H 10.73 12.43 -16.94
155 H 10.26 14.18 -16.92
156 H 8.99 12.88 -16.82
157 H 9.12 12.90 -11.89
158 H 8.18 11.67 -12.21

Values from the calculation:
- HOMO level: -8.53 eV
- DFT total energy: -143788.1268 eV
- Net charge: 0

Entry 4:
The following is a quantum chemistry calculation of a 5-piece molecular cluster, C46H69BrClF5N7O4PS overall at a distorted geometry, from OMol25.

CARTESIAN COORDINATES (ANGSTROEM)
1 C 6.04 -1.58 2.75
2 C 5.50 -2.12 4.07
3 C 4.54 -1.13 4.71
4 C 3.70 -1.70 5.84
5 C 2.75 -2.81 5.36
6 C 1.28 -2.59 5.76
7 C 0.64 -1.52 4.90
8 C 0.74 -0.22 5.35
9 C 0.29 0.85 4.60
10 C -0.28 0.60 3.37
11 C -0.46 -0.70 2.90
12 C 0.00 -1.78 3.67
13 C -0.18 -3.24 3.25
14 F 1.03 -3.88 3.27
15 F -0.63 -3.38 1.97
16 C -1.15 -3.99 4.15
17 C -2.33 -3.40 4.59
18 C -3.20 -4.10 5.40
19 C -2.91 -5.39 5.80
20 C -1.73 -5.98 5.36
21 C -1.39 -7.37 5.82
22 F -2.48 -8.13 5.97
23 F -0.57 -8.00 4.96
24 F -0.76 -7.34 7.02
25 C -0.86 -5.29 4.54
26 N -1.09 -0.87 1.63
27 C -2.56 -0.78 1.67
28 C -3.21 -0.90 0.29
29 N -3.70 0.40 -0.21
30 C -0.48 -0.07 0.62
31 C -0.08 -0.64 -0.56
32 C 0.49 0.08 -1.61
33 C 0.84 -0.77 -2.83
34 Br 1.84 -2.38 -2.21
35 C 1.60 -0.23 -4.03
36 C 3.11 -0.05 -3.86
37 C 0.63 1.47 -1.44
38 C 1.19 2.37 -2.51
39 C 0.16 2.93 -3.52
40 C 0.81 3.30 -4.86
41 Cl -1.24 1.83 -3.78
42 C 0.25 2.06 -0.22
43 P 0.43 3.83 0.11
44 N 1.75 4.28 0.85
45 C -0.30 1.29 0.80
46 S -0.80 1.96 2.36
47 H 6.66 -2.31 2.24
48 H 5.20 -1.35 2.09
49 H 6.59 -0.65 2.90
50 H 6.32 -2.33 4.77
51 H 5.01 -3.07 3.86
52 H 3.88 -0.73 3.94
53 H 5.13 -0.28 5.06
54 H 3.13 -0.88 6.28
55 H 4.37 -2.09 6.60
56 H 2.82 -2.86 4.27
57 H 3.08 -3.78 5.73
58 H 0.72 -3.52 5.77
59 H 1.28 -2.22 6.79
60 H 1.21 -0.01 6.30
61 H 0.41 1.87 4.94
62 H -2.54 -2.39 4.30
63 H -4.10 -3.61 5.74
64 H -3.58 -5.94 6.45
65 H 0.05 -5.78 4.22
66 H -2.92 -1.60 2.30
67 H -2.91 0.15 2.13
68 H -4.06 -1.59 0.39
69 H -2.53 -1.35 -0.42
70 H -3.35 0.56 -1.14
71 H -4.71 0.37 -0.28
72 H -0.24 -1.70 -0.66
73 H -0.09 -1.21 -3.19
74 H 1.46 -0.97 -4.83
75 H 1.16 0.68 -4.41
76 H 3.45 0.72 -4.55
77 H 3.65 -0.95 -4.13
78 H 3.38 0.25 -2.85
79 H 1.60 3.26 -2.04
80 H 2.03 1.93 -3.01
81 H -0.27 3.82 -3.07
82 H 0.58 2.59 -5.64
83 H 0.49 4.30 -5.15
84 H 1.89 3.34 -4.73
85 H -0.74 4.19 0.81
86 H 0.26 4.49 -1.12
87 H 2.32 3.47 1.04
88 C -6.64 3.29 2.75
89 N -6.97 2.08 2.02
90 C -7.98 1.18 2.56
91 C -6.38 1.76 0.86
92 O -6.63 0.75 0.23
93 H -6.25 3.05 3.74
94 H -7.51 3.93 2.86
95 H -5.87 3.84 2.20
96 H -7.55 0.20 2.74
97 H -8.81 1.07 1.86
98 H -8.35 1.59 3.50
99 H -5.63 2.49 0.53
100 C 7.32 4.26 1.27
101 N 7.04 3.06 2.03
102 C 8.15 2.28 2.57
103 C 5.78 2.63 2.26
104 O 5.51 1.63 2.90
105 H 7.91 4.02 0.38
106 H 7.86 4.98 1.88
107 H 6.38 4.71 0.95
108 H 8.13 1.27 2.17
109 H 8.08 2.22 3.65
110 H 9.08 2.76 2.29
111 H 5.02 3.28 1.81
112 C -5.41 0.73 -5.02
113 N -4.64 0.54 -6.24
114 C -5.18 -0.28 -7.30
115 C -3.43 1.11 -6.40
116 O -2.75 0.97 -7.40
117 H -5.60 -0.22 -4.53
118 H -6.37 1.21 -5.24
119 H -4.86 1.37 -4.34
120 H -4.52 -1.12 -7.51
121 H -5.28 0.31 -8.22
122 H -6.16 -0.65 -7.00
123 H -3.11 1.70 -5.54
124 C -0.99 0.60 -9.99
125 N 0.20 1.22 -9.44
126 C 1.34 1.47 -10.30
127 C 0.26 1.58 -8.15
128 O 1.24 2.12 -7.64
129 H -0.76 -0.39 -10.39
130 H -1.41 1.21 -10.80
131 H -1.74 0.50 -9.21
132 H 2.22 0.95 -9.92
133 H 1.58 2.53 -10.33
134 H 1.12 1.12 -11.30
135 H -0.66 1.36 -7.59

Values from the calculation:
- HOMO level: -8.07 eV
- DFT total energy: -183719.3685 eV
- Relative energy (zero: lowest compared OMol25 entry of this formula, charge and spin): 0.172 eV
- SMILES: CCCCCCc1ccc2c(c1C(F)(F)c1cccc(C(F)(F)F)c1)N(CCN)c1cc([C@H](Br)CC)c(C[C@@H](C)Cl)c([PH2]=N)c1S2.CN(C)C=O.CN(C)C=O.CN(C)C=O.CN(C)C=O
- Net charge: 0

E_LUMO
In order: 0.095 -1.391 -7.145 0.304
Unit: eV
Orbital gap
In order: 0.3584 0.2703 0.0510 0.3076
Unit: Ha